# 1
Computed, not measured: a structure of composition C29H40AsN3OPd in a non-equilibrium geometry, with ωB97M-V/def2-TZVPD.

The geometry in ORCA input format:
```
! RIJCOSX wB97M-V def2-TZVPD def2/J DEFGRID3
* xyz 2 5
Pd -0.481 -0.234 -1.426
As -0.186 3.103 -1.403
O -0.091 1.686 -0.512
N -0.531 -0.754 0.544
N 1.852 -1.060 0.555
N 0.602 -1.023 2.518
C 4.012 -1.145 -2.481
C -1.676 -0.591 -3.001
C 4.657 -1.247 -0.047
C 0.553 4.541 -0.340
C 1.688 -0.825 3.409
C 3.784 -0.534 5.228
C -4.356 -1.240 2.390
C 2.041 1.560 2.547
C 3.044 -1.699 5.181
C -1.840 -3.328 0.457
C -2.442 -2.168 1.155
C 0.627 -0.923 1.159
C 2.004 -1.860 4.303
C 1.739 -0.757 -3.202
C -3.748 0.011 2.441
C -2.035 3.526 -1.863
C 3.645 -1.109 -1.138
C -1.823 -0.899 1.186
C 2.257 -1.001 -0.814
C -4.093 -1.060 -3.804
C 0.802 2.993 -3.118
C 3.446 0.516 4.403
C -3.610 0.551 -1.902
C -2.468 0.150 1.889
C 3.082 -0.915 -3.497
C -3.672 -2.319 1.862
C 1.336 -0.874 -1.886
C 2.404 0.402 3.463
C -3.135 -0.711 -2.643
H 5.638 -0.975 -0.441
H -0.342 -1.069 2.899
H 3.229 -2.502 5.930
H -2.633 -4.032 0.159
H -2.163 4.607 -2.040
H -4.135 -0.264 -4.557
H 4.439 -0.590 0.785
H -2.383 2.969 -2.726
H 1.629 4.298 -0.078
H 4.553 -0.413 5.987
H -2.898 0.875 -1.167
H 2.618 -1.293 1.159
H -3.769 -1.973 -4.271
H -0.079 4.742 0.559
H -4.109 -3.307 1.936
H 0.987 -0.576 -3.953
H -1.137 -3.846 1.178
H -5.124 -1.247 -3.382
H 4.735 -2.264 0.319
H 4.010 1.440 4.456
H 5.021 -1.398 -2.724
H -4.228 0.884 2.862
H -1.219 -1.526 -3.365
H -1.416 0.247 -3.668
H 1.290 3.954 -3.377
H -4.592 0.358 -1.430
H 0.543 5.447 -0.970
H 3.425 -0.938 -4.541
H 2.627 1.591 1.602
H -1.283 -3.019 -0.437
H -3.750 1.347 -2.624
H -2.655 3.251 -1.009
H 0.090 2.768 -3.921
H 2.260 2.484 3.060
H 1.474 -2.795 4.223
H -3.221 -1.589 -1.956
H -1.996 1.126 1.944
H 1.564 2.178 -3.047
H -5.381 -1.362 2.793
H 0.989 1.646 2.219
*
```

Summary:
E ... -101539.3426 eV
Maximum force ... 0.0715 hartree/bohr
Highest occupied orbital energy (spin up / spin down) ... -12.951 / -13.956 eV
HOMO-LUMO gap (spin up / spin down) ... 7.66 / 4.69 eV

# 2
Computed, not measured: a structure of composition C29H40BBr2Cl2F3NO16 in a non-equilibrium geometry, with ωB97M-V/def2-TZVPD.

The geometry in ORCA input format:
```
! RIJCOSX wB97M-V def2-TZVPD def2/J DEFGRID3
* xyz -1 1
Br -2.494 -3.273 0.707
Br -3.787 -3.065 -2.166
Cl -3.688 0.385 -1.414
Cl -5.190 -1.010 0.533
F -3.650 6.795 -1.738
F 7.541 1.145 5.599
F -0.829 -8.413 1.411
O -4.583 6.331 -5.001
O -6.411 5.028 -4.715
O -0.829 1.229 -0.753
O -5.145 5.618 -2.935
O -3.595 -5.440 3.176
O 0.234 -0.705 -1.301
O 8.834 0.024 2.632
O -3.803 -6.713 1.318
O -2.016 -6.980 2.670
O 1.483 1.283 -1.858
O 7.173 -1.362 1.968
O 0.325 4.628 0.854
O 7.073 -0.352 3.991
O -1.090 3.823 -2.479
O -1.845 3.884 1.217
O 0.630 4.583 -3.933
N 2.833 -0.502 -3.181
C 3.172 -1.589 1.407
C -5.469 5.607 -4.259
C -3.703 6.963 -4.083
C -0.558 -1.070 -0.119
C -1.902 -2.326 -2.141
C 3.938 -0.998 2.715
C 2.340 0.303 -2.422
C -1.301 0.296 0.277
C -4.478 0.982 2.310
C -2.083 -8.109 1.826
C -2.927 -7.634 0.685
C 7.647 -0.630 2.786
C 1.840 -0.675 1.130
C 8.097 0.228 4.771
C -1.272 -2.393 -0.640
C -0.423 3.662 1.147
C -3.176 -6.296 2.454
C 4.104 -1.447 0.078
C -1.078 -3.314 -3.143
C -3.811 6.081 -2.881
C 0.562 -1.611 0.916
C -2.870 0.569 0.218
C -0.557 1.010 -3.236
C -3.771 -0.150 1.373
C -0.086 3.656 -3.465
C 8.973 0.885 3.752
C -0.901 1.063 1.669
C 0.128 2.189 -4.083
C 0.207 2.203 1.472
B 0.106 0.711 -1.764
H -4.049 7.982 -3.890
H 2.917 -2.685 1.595
H -3.754 1.275 3.163
H 2.117 0.014 0.271
H -2.014 4.852 1.244
H -0.074 -2.761 -3.321
H 8.629 1.888 3.485
H 5.062 -1.208 2.633
H -2.506 -8.955 2.376
H 1.234 1.981 -4.347
H -3.485 -8.445 0.213
H -0.412 2.209 -5.110
H -1.796 1.559 2.181
H -0.607 0.047 -3.877
H 0.022 -1.672 1.943
H 1.066 1.933 0.772
H -1.651 1.333 -3.054
H -3.125 5.229 -2.885
H -0.482 0.336 2.465
H -1.610 -3.449 -4.144
H -4.693 1.952 1.733
H 0.701 2.348 2.513
H 4.175 -0.342 -0.237
H -2.994 1.703 0.424
H -2.687 7.006 -4.478
H 3.710 0.125 2.853
H -2.346 -7.114 -0.081
H -1.849 -1.301 -2.628
H -0.888 4.626 -1.935
H 5.120 -1.937 0.260
H 10.014 0.945 4.074
H 3.503 -1.969 -0.762
H -0.809 -4.312 -2.658
H 0.950 -2.661 0.714
H -3.193 -0.830 2.081
H 1.660 -0.043 2.069
H 8.595 -0.549 5.359
H 3.528 -1.609 3.611
H -5.444 0.592 2.800
H -0.452 -3.200 -0.774
*
```

Summary:
E ... -238930.7225 eV
Maximum force ... 0.1087 hartree/bohr
Highest occupied orbital energy ... -6.259 eV
HOMO-LUMO gap ... 8.11 eV